Entry 1:
A 4-piece molecular cluster, C2H14N3O3 overall, computed with ωB97M-V/def2-TZVPD.

Atoms and positions in Å:
N: 0.89 -0.37 -1.03
N: -0.17 -2.37 -1.33
H: -0.95 -3.00 -1.27
O: 2.57 0.16 1.80
O: 1.34 2.29 0.50
H: 2.21 -0.08 2.65
H: 0.90 0.59 -0.70
C: -2.16 -1.27 0.70
H: -1.96 2.88 0.57
H: 1.50 -0.69 -1.77
H: 2.22 2.69 0.47
H: 0.72 -2.81 -1.51
O: -1.61 2.35 -0.15
H: -1.60 0.33 -0.43
H: 1.49 1.79 1.33
H: 3.41 0.62 1.97
C: -0.26 -1.08 -0.96
H: -2.83 -2.09 0.42
H: -2.83 -0.47 1.08
H: -1.51 -1.74 1.47
N: -1.43 -0.68 -0.43
H: -0.65 2.31 -0.04

The HOMO-LUMO gap comes out at 11.4 eV. As for the LUMO energy: -2.808 eV. As for the charge: +1. The HOMO energy comes out at -14.18 eV. Its energy relative to the best compared isomer or geometry (same formula, charge and spin) is 77.2 kJ/mol. As for the multiplicity: 1.



Entry 2:
C14H9LiN7O7 as an isolated structure, computed with ωB97M-V/def2-TZVPD.

Atoms and positions in Å:
C: -1.16 -3.04 2.50
H: 2.35 -2.98 -2.78
H: 4.35 -1.95 -1.20
H: -0.50 5.40 -0.09
C: 1.59 -2.75 0.28
O: 0.13 4.58 -3.83
N: -0.04 4.96 -2.69
H: -0.28 -2.44 4.47
H: -0.02 2.29 -3.01
O: -5.12 -3.13 -0.44
N: -0.59 -3.15 1.26
C: -0.22 -2.64 3.41
C: -0.39 1.63 -1.02
C: -0.25 3.93 -1.64
C: 0.67 -2.82 1.41
Li: -1.05 -2.38 -0.83
O: -0.12 6.13 -2.36
H: -0.77 1.26 1.05
O: -0.05 -0.07 -2.60
O: -0.48 -0.65 -0.46
N: 1.26 -3.09 -0.94
C: -0.32 0.16 -1.41
N: -0.87 3.79 2.00
C: -0.65 3.37 0.59
N: 2.86 -2.27 0.33
N: -2.82 -2.99 -1.13
H: 1.83 -2.21 3.08
C: 2.36 -2.81 -1.72
O: -0.96 2.93 2.84
N: 0.95 -2.50 2.70
O: -0.98 4.98 2.22
H: 3.34 -1.90 1.13
C: -0.20 2.60 -2.00
C: -3.95 -3.05 -0.78
C: -0.47 4.36 -0.35
C: 3.36 -2.30 -0.96
C: -0.62 2.02 0.29
H: -2.20 -3.25 2.66

The HOMO-LUMO gap comes out at 6.5 eV. As for the LUMO energy: 1.600 eV. As for the charge: -1. The HOMO energy comes out at -4.90 eV. Its energy relative to the best compared isomer or geometry (same formula, charge and spin) is 80.5 kJ/mol. As for the multiplicity: 1.



Entry 3:
C17H52Li3N11O10 as an isolated structure, computed with ωB97M-V/def2-TZVPD.

Atoms and positions in Å:
H: -6.18 4.85 -0.97
O: -5.32 -1.40 -0.61
H: -1.83 -3.95 -0.89
H: -5.33 -2.10 1.96
C: 0.08 -3.97 -1.33
H: 4.63 -2.61 -0.02
H: 2.26 1.86 1.23
H: 4.67 1.21 1.49
H: -0.95 4.63 1.83
H: 1.78 0.47 0.33
H: 5.60 -3.02 1.23
O: 0.99 -3.61 -2.06
H: -0.26 1.58 -0.47
C: -1.90 -0.69 0.02
Li: -3.42 -0.18 2.96
H: -4.52 -3.57 -1.76
H: -6.29 6.17 0.77
O: -4.92 1.37 -1.81
N: -1.19 -3.49 -1.51
H: 4.27 0.08 3.68
C: 0.05 2.49 -3.88
N: 1.98 -1.11 -2.04
H: 3.64 -4.61 1.36
C: 3.25 0.39 3.44
N: -5.20 4.68 -0.80
O: -3.14 0.90 1.36
H: 2.27 -2.39 -3.91
Li: -4.55 0.39 -0.09
H: -4.42 2.04 -2.28
H: 0.73 2.24 -5.71
N: 0.21 3.26 -2.79
H: -5.76 1.29 -2.29
C: 1.94 0.83 1.34
H: -1.05 0.59 1.54
Li: -3.48 2.94 2.23
O: 1.45 3.95 -0.41
C: 5.37 -0.88 1.30
C: -4.67 4.99 0.40
O: 1.35 -1.79 2.38
O: 3.01 0.55 -3.24
C: 3.64 -2.57 1.93
C: 4.06 -2.85 3.40
H: -1.53 -2.77 -2.12
N: 2.63 -1.47 1.88
H: 1.17 3.53 -2.68
N: 0.13 -5.07 -0.58
O: -0.95 1.79 -4.04
H: -1.30 5.05 0.41
H: -4.69 4.09 -1.42
H: -1.92 1.83 -1.10
H: 2.54 -3.67 0.42
H: 1.01 -5.54 -0.47
H: 3.33 -2.46 4.11
H: -0.90 -0.81 -0.42
H: 5.93 -0.85 2.23
H: 3.18 -1.31 -4.95
H: 5.02 -2.42 3.68
H: 4.01 0.37 0.13
H: -0.48 3.20 -2.07
N: 0.99 2.68 -4.84
C: -1.83 0.65 0.79
H: -0.66 -5.32 -0.02
H: -1.38 2.70 0.30
H: 1.87 -0.58 -1.20
C: -5.08 -2.49 -0.11
N: -5.48 5.72 1.15
C: 2.89 -3.81 1.45
H: -5.15 6.06 2.04
O: -0.56 4.96 1.02
H: 2.07 -4.06 2.11
H: 1.77 3.30 -4.79
C: 4.32 0.23 1.16
N: -5.24 -2.77 1.22
H: -2.66 -0.72 -0.75
N: -4.66 -3.58 -0.76
H: -4.47 -4.48 -0.35
O: -3.56 4.60 0.81
H: 0.81 -1.74 1.59
H: 1.02 0.82 1.94
C: -1.31 1.73 -0.20
H: 2.67 -0.15 4.19
C: 4.81 -2.31 1.01
C: 2.62 -0.60 -3.11
H: 1.61 4.77 -0.87
N: 2.83 -1.56 -4.04
H: 4.14 -3.93 3.58
H: 3.23 1.47 3.53
H: -5.21 -3.73 1.52
H: -1.93 -1.55 0.70
H: 1.73 -2.09 -2.02
H: 0.65 4.11 0.13
H: 6.10 -0.73 0.50
C: 3.00 -0.06 1.98

The HOMO-LUMO gap comes out at 4.2 eV. As for the LUMO energy: -7.233 eV. As for the charge: +2. The HOMO energy comes out at -11.39 eV. As for the multiplicity: 1.



Entry 4:
C13H26GaN2O2S as an isolated structure, computed with ωB97M-V/def2-TZVPD.

Atoms and positions in Å:
H: -0.75 2.52 0.81
H: -3.18 3.12 -3.12
H: -3.75 0.40 -3.79
H: -2.73 2.32 -0.56
C: 1.98 -2.16 0.94
O: 4.92 2.22 0.39
C: -2.63 2.14 -2.81
C: -3.79 0.98 -2.78
H: -0.12 -2.56 1.59
C: -0.94 3.51 -1.19
H: -4.19 -1.09 -1.83
H: 2.60 -4.91 0.45
H: 1.79 -0.75 -0.86
H: 2.12 3.23 -0.27
H: -2.47 -0.46 -1.58
O: 3.69 0.93 1.42
H: -4.85 1.42 -2.71
N: 4.07 2.22 1.27
H: 0.10 4.21 0.76
C: -0.27 0.77 2.93
H: 0.43 -3.56 0.12
C: 0.73 -3.20 1.17
H: 1.26 -4.06 3.21
H: 2.62 -6.12 1.93
H: 2.72 -2.64 0.18
H: 3.50 -4.41 1.98
H: 1.13 1.98 -1.21
C: -3.58 -0.12 -1.63
C: 2.60 -5.01 1.60
C: 1.17 -4.42 2.13
H: 0.37 -5.25 2.00
H: 0.20 -0.91 0.10
H: -1.26 1.30 -1.17
S: -1.95 1.00 3.02
Ga: 1.77 0.94 1.16
C: -0.10 3.23 0.19
H: -0.16 3.58 -2.04
H: -3.89 0.30 -0.59
C: 1.34 -0.86 0.22
H: -1.52 4.51 -1.10
N: 0.99 1.10 2.93
C: 1.28 2.44 -0.16
C: -1.92 2.24 -1.37
H: 2.56 -1.94 1.90
H: -1.91 1.81 -3.65

The HOMO-LUMO gap comes out at 8.1 eV. As for the LUMO energy: 2.871 eV. As for the charge: -1. The HOMO energy comes out at -5.22 eV. As for the multiplicity: 1.



Entry 5:
C4H4N2O4P as an isolated structure, computed with ωB97M-V/def2-TZVPD.

Atoms and positions in Å:
N: -1.94 -0.45 1.15
O: -3.97 -0.76 0.19
C: 2.57 0.35 0.25
C: -2.81 -0.46 -0.02
H: 2.52 -1.36 -1.02
H: -2.36 0.01 1.95
H: 0.23 -0.95 -1.82
O: -2.21 -0.21 -1.08
H: 3.56 0.18 0.64
P: -0.38 1.03 -0.47
N: 0.84 1.91 0.40
C: 0.68 -0.29 -1.10
O: 2.02 1.43 0.73
O: -0.68 0.07 0.87
C: 1.94 -0.51 -0.67

The HOMO-LUMO gap (alpha / beta) comes out at 7.1 / 7.2 eV. As for the LUMO energy (alpha / beta): 3.231 / 3.125 eV. As for the charge: -1. The HOMO energy (alpha / beta) comes out at -3.89 / -4.04 eV. Its energy relative to the best compared isomer or geometry (same formula, charge and spin) is 400.3 kJ/mol. As for the multiplicity: 1.